No. 1
{
  "formula": "C31H60B3N6O6PS2",
  "method": "ωB97M-V with the def2-TZVPD basis set",
  "symbols": ["C", "C", "C", "C", "C", "C", "C", "O", "B", "O", "B", "S", "O", "B", "P", "O", "O", "S", "O", "H", "H", "H", "H", "H", "H", "H", "H", "H", "H", "H", "H", "H", "H", "H", "H", "H", "H", "C", "C", "C", "C", "N", "H", "H", "H", "H", "H", "H", "H", "C", "C", "C", "C", "N", "H", "H", "H", "H", "H", "H", "H", "C", "C", "C", "C", "N", "H", "H", "H", "H", "H", "H", "H", "C", "C", "C", "C", "N", "H", "H", "H", "H", "H", "H", "H", "C", "C", "C", "C", "N", "H", "H", "H", "H", "H", "H", "H", "C", "C", "C", "C", "N", "H", "H", "H", "H", "H", "H", "H"],
  "xyz": [[-0.259897, 4.548867, 4.966817], [-1.111837, 3.496310, 4.239963], [-0.860372, 3.665243, 2.738450], [-0.774353, 2.092824, 4.731377], [-1.363852, 0.975877, 3.851707], [-0.209930, 0.359690, 2.994882], [-1.915012, -0.153842, 4.676046], [-2.957156, 0.267106, 5.571113], [-4.054841, 0.695926, 4.923626], [-4.644836, -0.053152, 3.916813], [-5.895919, 0.381244, 3.581691], [-6.637684, 0.172692, 1.942631], [-6.603260, 1.083428, 4.576319], [-5.813900, 2.180688, 4.854928], [-6.370464, 4.017362, 4.587446], [-6.600096, 4.130687, 3.005512], [-7.800054, 4.266444, 5.307321], [-4.970273, 5.237667, 5.123178], [-4.549907, 1.952934, 5.291527], [0.677304, 4.710239, 4.449983], [-0.803115, 5.484869, 4.893337], [-0.105853, 4.302840, 6.008618], [-2.147089, 3.755635, 4.438258], [0.057216, 3.179598, 2.436562], [-0.811038, 4.717802, 2.485465], [-1.718951, 3.266040, 2.204903], [0.308609, 2.031731, 4.748709], [-1.113782, 1.985008, 5.759269], [-2.065449, 1.384705, 3.130227], [0.569533, 1.081319, 2.828344], [-0.639503, 0.030072, 2.055813], [0.161637, -0.536192, 3.483468], [-1.109119, -0.516576, 5.303594], [-2.213983, -1.006640, 4.075286], [-7.699779, 0.986628, 2.073703], [-6.145769, 4.929261, 2.700480], [-7.696841, 3.941288, 6.212782], [4.171247, -0.477482, 2.844800], [3.846693, 0.126629, 1.483834], [4.326065, 1.576027, 1.344908], [3.667862, 2.424456, 2.344105], [3.134322, 3.071749, 3.116686], [3.668821, 0.065265, 3.648500], [3.840142, -1.513346, 2.896167], [5.244966, -0.458690, 3.036060], [2.767187, 0.085040, 1.316798], [4.314204, -0.472204, 0.707184], [4.085034, 1.959805, 0.352642], [5.406366, 1.641677, 1.479978], [1.273605, 5.495249, -0.086548], [2.506336, 4.782046, -0.619285], [2.228073, 3.968298, -1.886722], [1.223028, 2.937160, -1.605559], [0.460626, 2.118230, -1.387370], [0.510178, 4.768853, 0.195704], [1.524470, 6.071097, 0.804005], [0.849947, 6.180552, -0.823969], [2.887761, 4.120991, 0.160520], [3.288712, 5.512639, -0.833734], [3.137177, 3.476969, -2.234417], [1.866682, 4.611852, -2.689489], [-1.785631, -0.220806, -1.838141], [-1.853631, -1.454937, -2.731474], [-2.301985, -2.710915, -1.980459], [-1.356793, -3.026121, -0.899357], [-0.612947, -3.270411, -0.069883], [-1.053906, -0.340060, -1.039664], [-1.490429, 0.652771, -2.414066], [-2.758863, -0.015482, -1.384244], [-0.872978, -1.629685, -3.179565], [-2.551315, -1.269885, -3.549901], [-2.351550, -3.557965, -2.656799], [-3.293402, -2.565863, -1.550850], [5.551071, -2.735256, -2.800520], [4.952654, -3.979033, -2.151675], [4.145354, -3.658940, -0.889931], [4.996103, -3.024617, 0.123090], [5.656558, -2.531646, 0.910886], [6.257915, -2.242010, -2.131148], [6.092525, -2.994107, -3.709158], [4.772819, -2.018555, -3.066857], [5.753930, -4.679110, -1.905771], [4.299416, -4.480672, -2.868044], [3.722087, -4.568289, -0.464278], [3.321095, -2.983409, -1.123915], [5.650493, -3.854490, -7.695738], [6.983086, -3.176731, -7.994797], [7.648603, -2.594114, -6.743781], [6.791707, -1.576182, -6.125624], [6.126462, -0.782781, -5.661275], [4.922970, -3.145916, -7.297468], [5.227005, -4.280253, -8.605178], [5.774601, -4.661802, -6.970999], [6.826852, -2.383488, -8.727936], [7.662294, -3.901405, -8.447189], [8.602507, -2.132974, -6.998842], [7.839996, -3.379939, -6.011368], [-6.915322, -4.321377, -1.378133], [-7.528328, -3.829553, -2.684910], [-6.844774, -4.418347, -3.924081], [-5.427027, -4.044204, -3.960893], [-4.328128, -3.742883, -3.989456], [-5.870516, -4.020229, -1.288173], [-7.449232, -3.902446, -0.525512], [-6.964615, -5.409483, -1.306041], [-7.472268, -2.739992, -2.720645], [-8.586157, -4.096428, -2.709308], [-7.321953, -4.051695, -4.832633], [-6.917084, -5.506459, -3.921366]],
  "forces_ev_per_angstrom": [[-0.66, -0.03, -0.36], [0.82, 0.58, 0.00], [-0.81, -0.06, 0.38], [-0.67, 0.30, -0.09], [1.78, -0.11, -0.26], [-1.41, -0.22, 0.09], [0.33, -0.38, 0.49], [0.12, 0.06, -0.52], [0.76, -0.01, 0.94], [-0.20, 0.41, -0.45], [-0.97, -0.38, 0.25], [0.31, -0.30, -0.23], [-0.05, 0.71, -1.17], [-0.31, -0.18, 0.94], [1.18, 0.97, 0.50], [-0.80, -0.33, 0.13], [0.28, -0.49, -0.59], [-0.23, -0.04, 0.10], [-0.39, -0.23, -0.63], [0.46, -0.22, 0.10], [-0.01, 0.35, 0.23], [0.15, 0.02, 0.29], [-0.37, -0.28, 0.09], [0.24, -0.08, -0.20], [0.10, 0.27, -0.06], [0.14, -0.22, -0.46], [0.32, -0.25, 0.01], [-0.10, 0.04, 0.16], [-0.54, 0.03, 0.19], [0.37, 0.09, -0.14], [0.21, -0.07, -0.40], [0.43, -0.01, 0.14], [0.14, -0.03, 0.29], [-0.38, -0.06, -0.25], [0.17, -0.10, 0.34], [0.02, 0.04, -0.02], [-0.30, 0.21, 0.12], [-0.07, 0.10, 0.06], [-0.12, -0.17, 0.17], [-0.23, -0.18, 0.12], [0.59, -0.46, -0.85], [-0.54, 0.60, 0.70], [0.02, 0.06, -0.02], [0.05, -0.02, -0.05], [0.00, -0.04, -0.01], [0.01, 0.08, -0.05], [0.06, 0.08, -0.08], [0.02, 0.07, 0.00], [0.01, 0.02, 0.03], [-0.04, -0.03, 0.07], [0.05, 0.25, 0.10], [-0.04, -0.02, 0.33], [0.81, 0.67, -0.52], [-0.66, -0.66, 0.31], [-0.07, 0.06, -0.01], [-0.02, 0.00, 0.00], [0.01, -0.03, -0.02], [0.07, -0.03, -0.02], [0.04, -0.07, -0.06], [-0.03, -0.04, -0.07], [-0.05, -0.03, -0.02], [-0.09, -0.10, -0.09], [-0.03, 0.30, 0.05], [0.45, 0.14, 0.11], [-0.87, 0.14, -0.78], [0.73, -0.21, 0.75], [0.00, 0.01, 0.01], [0.01, 0.03, 0.04], [0.00, -0.01, 0.01], [-0.02, -0.07, -0.02], [-0.02, -0.16, -0.01], [-0.05, -0.09, 0.03], [-0.02, -0.04, 0.03], [-0.02, -0.07, 0.09], [0.15, 0.10, -0.23], [0.23, -0.04, -0.07], [-0.79, -0.55, -0.65], [0.72, 0.37, 0.63], [-0.04, 0.03, 0.02], [-0.04, 0.01, -0.03], [0.04, 0.03, -0.04], [-0.06, -0.04, 0.06], [-0.07, -0.03, 0.09], [-0.05, 0.04, 0.07], [-0.03, 0.02, 0.05], [0.01, 0.01, -0.03], [-0.18, -0.16, -0.08], [-0.18, 0.07, -0.16], [1.20, -1.18, -0.65], [-1.05, 1.19, 0.68], [0.03, 0.01, 0.04], [0.01, -0.03, 0.01], [-0.02, 0.00, 0.00], [0.08, 0.04, 0.02], [0.08, 0.06, 0.04], [0.03, 0.02, 0.07], [0.00, 0.01, 0.04], [-0.03, 0.03, -0.01], [-0.01, -0.02, 0.26], [0.02, 0.20, 0.18], [-1.06, -0.38, -0.17], [0.87, 0.26, -0.11], [0.01, -0.03, -0.04], [0.00, -0.02, 0.00], [0.02, 0.00, 0.01], [-0.02, 0.00, -0.09], [0.01, 0.00, -0.10], [0.05, -0.03, -0.06], [0.03, -0.02, -0.01]],
  "lowdin_charge": [-0.071, -0.408, -0.074, -0.135, -0.322, -0.035, -0.150, 0.156, -0.713, 0.298, -0.928, 0.884, 0.211, -0.619, 0.250, -0.203, -0.196, 0.318, 0.302, 0.065, 0.072, 0.074, 0.105, 0.062, 0.071, 0.075, 0.115, 0.123, 0.128, 0.049, 0.077, 0.080, 0.136, 0.136, -0.115, 0.064, 0.077, -0.121, -0.263, -0.175, -0.246, 0.164, 0.067, 0.064, 0.072, 0.107, 0.069, 0.102, 0.124, -0.102, -0.257, -0.180, -0.221, 0.179, 0.057, 0.078, 0.078, 0.082, 0.111, 0.116, 0.119, -0.129, -0.262, -0.221, -0.245, 0.133, 0.051, 0.045, 0.075, 0.111, 0.099, 0.076, 0.105, -0.114, -0.260, -0.175, -0.225, 0.173, 0.074, 0.047, 0.077, 0.110, 0.108, 0.119, 0.122, -0.110, -0.263, -0.186, -0.252, 0.161, 0.071, 0.072, 0.075, 0.112, 0.107, 0.117, 0.116, -0.104, -0.260, -0.181, -0.205, 0.180, 0.063, 0.073, 0.079, 0.111, 0.108, 0.118, 0.121],
  "e_tot_ha": -3209.8454,
  "relative_energy_kcal_mol": 0.0
}

No. 2
{
  "formula": "C7H6IO3",
  "method": "ωB97M-V with the def2-TZVPD basis set",
  "symbols": ["C", "C", "C", "C", "C", "C", "C", "O", "O", "O", "I", "H", "H", "H", "H", "H", "H"],
  "xyz": [[-0.401030, 1.453888, 0.822167], [0.720729, 0.870648, 0.307389], [-1.209846, 2.609449, 0.733016], [-0.835012, -0.682234, -0.483121], [0.447186, -0.782650, -1.344692], [-0.325628, -0.065249, 0.806908], [1.023198, 0.625659, -1.226786], [-2.349362, 2.730309, 1.157014], [-0.588563, 3.671614, 0.149191], [1.386431, 1.413484, -2.044847], [3.560062, 0.496493, 0.496179], [-1.393483, 0.024981, -1.018571], [-1.338702, -1.707315, -0.278123], [1.149411, -1.469633, -0.691239], [0.282943, -1.227162, -2.358082], [-0.448146, -0.738396, 1.588467], [0.350851, 3.467997, 0.199808]],
  "forces_ev_per_angstrom": [[2.16, -2.15, 0.26], [-0.80, 0.82, -1.18], [-1.52, 0.92, 0.47], [0.33, -2.52, 0.36], [1.01, -2.18, 0.84], [-0.85, 1.74, -1.97], [-0.29, -0.30, 1.75], [0.72, -0.23, -0.67], [-0.07, 0.14, 0.44], [-0.10, -0.10, -0.12], [0.07, -0.02, 0.42], [-1.88, 0.66, -0.51], [0.61, 1.76, -0.77], [-0.93, 1.26, -1.63], [0.34, 0.71, 0.74], [0.83, -0.58, 2.03], [0.37, 0.08, -0.46]],
  "lowdin_charge": [-0.044, -0.259, -0.512, -0.170, -0.130, -0.184, -0.517, 0.065, 0.094, 0.055, -0.100, 0.096, 0.139, 0.137, 0.121, 0.102, 0.105],
  "e_tot_ha": -793.7262,
  "charge": -1,
  "relative_energy_kcal_mol": 0.0
}

No. 3
{
  "formula": "C6H13IN",
  "method": "ωB97M-V with the def2-TZVPD basis set",
  "symbols": ["C", "C", "C", "C", "C", "C", "N", "I", "H", "H", "H", "H", "H", "H", "H", "H", "H", "H", "H", "H", "H"],
  "xyz": [[-1.090674, 1.767397, -0.853696], [0.837505, 0.132155, 1.945172], [-0.405653, -1.961876, 1.187680], [0.439734, 0.923905, -2.504924], [-0.305021, -0.391169, 0.980914], [0.083022, -0.252777, -0.453502], [-0.270123, 0.795154, -1.246640], [-2.136145, -2.161855, -2.450063], [-1.607028, 1.668642, 0.029527], [-1.237241, 2.544675, -1.463554], [1.691582, -0.616649, 1.874743], [0.951659, 1.185497, 1.605859], [0.571350, 0.029271, 3.035254], [0.376653, -2.553858, 0.549990], [-0.304559, -2.124817, 2.208144], [-1.399748, -2.089571, 1.006178], [-0.026606, 0.272516, -3.215513], [1.320043, 0.297315, -2.517597], [0.419846, 2.011015, -2.890634], [-1.329231, -0.020322, 1.311997], [0.861629, -0.824986, -0.993796]],
  "forces_ev_per_angstrom": [[1.43, -2.93, 0.11], [-0.43, -0.66, -0.43], [2.81, 1.42, -1.76], [-0.50, 0.74, -1.68], [0.23, -2.10, 1.02], [-0.06, 1.28, -0.54], [0.26, 0.37, 1.53], [0.07, 0.05, 0.09], [-0.93, -0.22, 1.83], [-0.49, 2.80, -2.24], [-0.53, 1.59, -0.44], [1.00, -0.67, 0.89], [-0.30, 0.48, -1.24], [-1.77, 0.96, 1.27], [0.63, -0.65, 1.84], [-2.59, -1.64, -1.18], [-1.46, 0.14, -0.76], [1.20, 1.14, 0.69], [0.61, -2.01, 0.75], [1.39, 0.09, -0.91], [-0.58, -0.19, 1.16]],
  "lowdin_charge": [0.203, -0.039, -0.059, -0.008, -0.368, -0.067, -0.165, 0.212, 0.083, 0.072, 0.109, 0.084, 0.104, 0.136, 0.057, 0.026, 0.057, 0.102, 0.155, 0.158, 0.147],
  "e_tot_ha": -588.4665,
  "charge": 1,
  "relative_energy_kcal_mol": 80.8
}

No. 4
{
  "formula": "C30H30CuF4N2Sb",
  "method": "ωB97M-V with the def2-TZVPD basis set",
  "symbols": ["Cu", "C", "C", "N", "C", "C", "C", "C", "N", "C", "C", "F", "C", "F", "C", "C", "F", "C", "F", "H", "H", "H", "H", "H", "H", "H", "H", "H", "H", "H", "H", "H", "H", "H", "C", "C", "C", "C", "C", "C", "Sb", "C", "C", "C", "C", "C", "C", "C", "C", "C", "C", "C", "C", "H", "H", "H", "H", "H", "H", "H", "H", "H", "H", "H", "H", "H", "H", "H"],
  "xyz": [[-0.017598, -0.836526, -1.647851], [3.166140, -0.917521, -1.765918], [2.661160, -2.013771, -2.681554], [1.167501, -2.052872, -2.839620], [0.789966, -1.681482, -4.236045], [1.134697, -0.247880, -4.594356], [0.669712, -3.433395, -2.542665], [-0.824497, -3.414468, -2.276643], [-0.982608, -2.361033, -1.278574], [-2.166926, -1.650838, -1.098364], [-1.735094, -0.333958, -0.924362], [0.757203, 0.820082, -1.578851], [-2.655579, 0.690382, -1.053815], [-2.258502, 1.970588, -1.057954], [-4.004931, 0.413681, -1.055084], [-4.407607, -0.919678, -1.144937], [-5.706349, -1.201487, -1.191172], [-3.511003, -1.966785, -1.217055], [-3.928148, -3.217728, -1.444092], [4.240529, -1.043635, -1.629010], [2.698891, -0.980632, -0.778959], [2.971205, 0.076878, -2.164060], [2.977170, -2.980198, -2.290866], [3.102549, -1.919637, -3.674723], [-0.283268, -1.846767, -4.346277], [1.292314, -2.377713, -4.915880], [0.608935, 0.474040, -3.968819], [0.855922, -0.071148, -5.633050], [2.202944, -0.048873, -4.500150], [1.169869, -3.759928, -1.631487], [0.942728, -4.114934, -3.352437], [-1.149950, -4.368278, -1.855274], [-1.413540, -3.240830, -3.181319], [-4.746935, 1.197046, -0.977234], [-4.151041, 1.755041, 3.358205], [-3.530618, 0.512370, 3.318654], [-2.324921, 0.360382, 2.648650], [-1.736520, 1.462434, 2.027162], [-2.366864, 2.704845, 2.052202], [-3.571460, 2.848677, 2.728902], [0.020735, 1.142035, 0.917075], [0.949082, -0.403409, 2.015587], [1.616133, -0.054112, 3.188976], [2.157005, -1.053427, 3.987651], [2.034478, -2.386547, 3.615746], [1.372651, -2.729498, 2.445430], [0.826081, -1.738113, 1.639933], [1.205609, 2.844784, 1.242530], [2.191189, 3.167838, 0.312633], [3.003379, 4.270183, 0.538449], [2.824733, 5.044428, 1.677844], [1.836078, 4.723775, 2.598477], [1.014703, 3.623933, 2.384007], [-5.092154, 1.870717, 3.880000], [-3.984984, -0.337502, 3.810907], [-1.841303, -0.609909, 2.627869], [-1.932102, 3.559128, 1.545905], [-4.058099, 3.815057, 2.761843], [1.729943, 0.983590, 3.481225], [2.676086, -0.789093, 4.900132], [2.456757, -3.160947, 4.242935], [1.275828, -3.769917, 2.161594], [0.289162, -2.016244, 0.742066], [2.318647, 2.573352, -0.584305], [3.772505, 4.528012, -0.177819], [3.456363, 5.906937, 1.846822], [1.700056, 5.330643, 3.484228], [0.245964, 3.379857, 3.106940]],
  "forces_ev_per_angstrom": [[0.40, 0.12, -0.35], [0.02, 0.04, 0.04], [-0.09, -0.01, 0.03], [-0.01, -0.07, -0.04], [0.03, 0.01, 0.08], [0.01, 0.01, -0.03], [0.05, 0.09, -0.04], [0.00, 0.20, 0.03], [-0.44, -0.30, 0.10], [0.15, 0.06, 0.12], [-0.13, 0.03, 0.02], [0.14, 0.15, 0.12], [0.06, -0.09, 0.01], [0.05, 0.01, 0.01], [-0.12, -0.12, -0.05], [-0.15, 0.07, 0.01], [0.04, 0.06, 0.00], [0.04, -0.24, -0.10], [0.03, 0.04, 0.01], [0.01, 0.04, -0.01], [0.02, -0.03, -0.02], [-0.01, -0.05, 0.01], [-0.01, -0.03, -0.01], [0.04, 0.00, 0.01], [-0.01, 0.03, -0.01], [-0.01, -0.02, -0.01], [0.00, -0.03, 0.00], [0.00, 0.02, 0.01], [-0.03, -0.02, -0.02], [-0.01, -0.02, 0.01], [0.00, -0.02, 0.00], [-0.02, -0.02, 0.01], [-0.01, 0.03, 0.00], [0.01, -0.01, 0.02], [0.01, -0.02, -0.01], [0.01, 0.02, -0.02], [-0.01, 0.14, 0.04], [-0.13, -0.03, 0.09], [-0.03, -0.07, 0.00], [0.04, 0.00, -0.02], [-0.11, 0.05, 0.00], [0.04, 0.00, 0.02], [0.09, -0.14, -0.06], [-0.01, 0.01, -0.04], [0.01, 0.01, 0.01], [0.01, 0.03, 0.00], [0.00, 0.05, 0.13], [0.04, 0.09, -0.06], [0.01, 0.05, 0.05], [-0.02, 0.00, 0.04], [0.00, -0.01, -0.01], [-0.02, -0.03, -0.02], [0.13, 0.00, -0.07], [0.01, 0.00, 0.00], [0.00, 0.00, 0.00], [0.01, -0.01, -0.01], [0.02, -0.01, 0.01], [0.01, -0.02, -0.01], [-0.02, -0.01, -0.01], [-0.01, -0.01, -0.02], [0.00, 0.01, -0.01], [0.00, 0.01, 0.01], [-0.02, -0.02, -0.02], [-0.03, -0.01, 0.02], [-0.01, 0.00, 0.01], [0.00, -0.02, 0.00], [0.00, -0.01, -0.01], [-0.03, -0.01, -0.01]],
  "lowdin_spin": [-0.120, 0.001, 0.001, -0.003, 0.000, 0.001, 0.000, 0.015, 0.164, 0.027, 0.043, 0.086, 0.010, 0.010, 0.029, 0.017, 0.004, 0.012, 0.003, 0.000, 0.000, 0.000, 0.000, 0.000, 0.000, 0.000, 0.001, 0.000, 0.000, 0.000, 0.000, 0.008, 0.003, 0.001, 0.015, 0.000, 0.017, 0.060, 0.016, 0.000, 0.377, 0.066, 0.017, 0.005, 0.000, 0.000, 0.002, 0.072, 0.007, 0.000, 0.004, 0.004, 0.018, 0.001, 0.000, 0.001, 0.000, 0.000, 0.002, 0.001, 0.000, 0.000, 0.000, 0.001, 0.000, 0.000, 0.001, 0.002],
  "e_tot_ha": -3550.5285,
  "s_squared": 0.843,
  "charge": 1,
  "multiplicity": 2
}